Below is a cluster of 9 separate species, C42H42Br6N6O12 in total, with properties calculated with the ωB97M-V functional and the def2-TZVPD basis.

Last column: Mulliken spin population.
Atoms and positions in Å:
Br -3.119 7.045 4.713  0.0001
C -2.158 5.888 3.463  0.0001
C -1.787 4.508 4.102  -0.0001
Br -0.189 3.853 3.202  -0.0006
H -1.225 6.282 3.059  0.0000
H -2.741 5.690 2.564  0.0005
H -2.623 3.856 3.847  -0.0001
H -1.656 4.616 5.178  0.0000
Br -1.715 1.975 -0.361  0.0476
C 0.020 1.414 0.276  0.0021
C 0.095 -0.104 0.128  0.0028
Br 1.807 -0.730 0.989  0.0014
H 0.071 1.693 1.328  0.0011
H 0.765 1.912 -0.346  -0.0004
H 0.294 -0.395 -0.903  -0.0011
H -0.723 -0.743 0.460  -0.0009
Br -1.577 -1.883 -2.429  0.0003
C -2.832 -0.795 -3.391  0.0004
C -3.548 -1.626 -4.453  -0.0001
Br -4.739 -0.438 -5.339  0.0000
H -2.375 0.141 -3.713  -0.0001
H -3.660 -0.558 -2.723  0.0000
H -4.186 -2.431 -4.089  0.0000
H -2.865 -2.056 -5.185  0.0000
C -0.897 -5.316 -0.503  0.0000
C -0.578 -4.340 0.496  -0.0001
C -0.145 -4.765 1.803  0.0002
C -0.089 -6.126 2.102  0.0000
C -0.526 -7.089 1.159  0.0000
C -0.925 -6.665 -0.112  0.0001
N 0.247 -6.584 3.409  0.0000
O 0.538 -7.715 3.595  0.0000
O 0.247 -5.810 4.358  0.0000
H -1.125 -5.033 -1.520  0.0000
H -0.620 -3.289 0.253  -0.0002
H 0.083 -3.942 2.464  0.0000
H -0.530 -8.150 1.362  0.0000
H -1.164 -7.394 -0.872  0.0000
C -6.013 -2.636 4.950  0.0000
C -6.446 -3.329 3.854  0.0000
C -5.780 -3.264 2.651  0.0000
C -4.596 -2.537 2.528  0.0001
C -4.071 -1.938 3.693  0.0000
C -4.771 -2.004 4.923  0.0000
N -3.913 -2.342 1.261  -0.0002
O -2.832 -1.738 1.122  -0.0005
O -4.515 -2.670 0.250  0.0000
H -6.492 -2.790 5.905  0.0000
H -7.267 -4.030 3.872  0.0000
H -6.135 -3.736 1.747  0.0000
H -3.094 -1.492 3.584  0.0000
H -4.247 -1.441 5.681  0.0000
C 1.603 -0.045 -3.357  -0.0004
C 2.610 -1.016 -3.366  0.0001
C 3.851 -0.923 -3.981  0.0006
C 4.188 0.273 -4.518  -0.0006
C 3.144 1.237 -4.666  0.0006
C 1.835 1.098 -4.187  -0.0004
N 5.523 0.439 -5.067  0.0000
O 6.287 -0.560 -5.085  0.0000
O 5.869 1.567 -5.335  0.0000
H 0.672 -0.321 -2.884  0.0000
H 2.214 -1.990 -3.120  0.0000
H 4.508 -1.775 -3.891  0.0000
H 3.587 2.056 -5.214  0.0000
H 1.126 1.895 -4.356  0.0000
C -3.160 6.446 -0.476  -0.0308
C -2.732 5.162 -0.992  0.2364
C -1.687 5.190 -1.962  0.2357
C -1.053 6.377 -2.463  0.0128
C -1.494 7.570 -1.855  0.2254
C -2.491 7.609 -0.792  0.2007
N 0.001 6.444 -3.532  0.0027
O 0.209 5.411 -4.146  -0.0205
O 0.750 7.500 -3.641  0.0170
H -3.664 6.650 0.457  0.0056
H -3.318 4.333 -0.622  0.0126
H -1.464 4.191 -2.307  0.0344
H -1.014 8.494 -2.141  0.0081
H -2.669 8.537 -0.269  0.0056
C 3.799 3.812 2.563  -0.0001
C 4.078 5.094 2.156  0.0000
C 3.822 5.496 0.851  0.0001
C 3.226 4.562 -0.083  -0.0005
C 3.075 3.245 0.331  0.0001
C 3.308 2.890 1.639  0.0001
N 2.764 5.090 -1.413  0.0002
O 3.119 6.156 -1.833  0.0000
O 2.037 4.334 -1.993  0.0016
H 3.970 3.573 3.602  0.0000
H 4.396 5.826 2.883  0.0000
H 3.952 6.527 0.558  0.0000
H 2.697 2.463 -0.311  0.0002
H 3.263 1.886 2.034  0.0000
C 3.592 -4.960 2.519  0.0001
C 3.515 -3.854 1.722  0.0000
C 3.310 -3.948 0.361  -0.0002
C 3.129 -5.195 -0.271  0.0000
C 3.308 -6.337 0.500  0.0000
C 3.579 -6.227 1.918  0.0000
N 2.825 -5.279 -1.774  0.0000
O 2.813 -4.252 -2.456  0.0000
O 2.520 -6.412 -2.280  0.0000
H 3.681 -4.882 3.592  0.0000
H 3.543 -2.888 2.205  -0.0001
H 2.974 -3.102 -0.221  0.0001
H 3.210 -7.307 0.036  0.0000
H 3.591 -7.109 2.541  0.0000

Calculated values
Net charge: +1
LUMO energy (spin up / spin down): -5.1 / -8.9 eV
Highest occupied orbital energy (spin up / spin down): -0.4103 / -0.4103 hartree
F_max: 4.95 eV/Å
E_tot: -497971.61796 eV
Multiplicity: 2
Orbital gap (spin up / spin down): 6.07 / 2.24 eV

Below is a structure of composition C42H42BrEuF5N4O6Si, with properties calculated with the ωB97M-V functional and the def2-TZVPD basis.

Last column: Mulliken spin population.
Atoms and positions in Å:
Eu -0.370 0.227 1.278  6.9432
C -6.321 0.961 1.887  0.0000
N -5.142 0.075 1.872  0.0000
C -5.353 -1.039 1.033  -0.0003
C -3.833 0.441 2.043  -0.0024
O -2.915 -0.328 1.735  0.0208
C -3.572 1.804 2.684  0.0006
O -2.219 1.823 3.044  -0.0015
C -1.674 3.128 3.050  0.0058
C -0.177 2.926 3.341  0.0017
O 0.256 1.803 3.569  0.0062
N 0.606 3.995 3.114  -0.0001
C 2.028 3.757 3.178  0.0002
C 0.220 5.334 2.770  0.0000
H -6.174 1.807 2.599  0.0000
H -7.195 0.381 2.168  0.0000
H -6.428 1.466 0.965  0.0000
H -6.395 -1.322 1.004  0.0000
H -4.894 -1.961 1.344  0.0002
H -4.996 -0.876 0.023  -0.0001
H -4.320 1.978 3.471  0.0001
H -3.761 2.487 1.862  0.0005
H -2.184 3.848 3.730  -0.0010
H -1.755 3.594 1.991  -0.0021
H 2.526 4.040 4.188  -0.0001
H 2.455 4.339 2.381  0.0000
H 2.207 2.687 2.953  -0.0006
H 0.357 5.523 1.623  0.0000
H 0.973 5.947 3.288  0.0000
H -0.747 5.484 3.106  0.0001
C -0.133 -2.422 3.674  0.0077
O -0.430 -2.174 2.300  0.0113
C -1.161 -3.061 1.612  -0.0073
C -1.623 -4.234 2.132  0.0005
C -2.296 -5.170 1.283  -0.0007
Br -2.734 -6.879 1.919  0.0000
C -2.604 -4.781 0.009  0.0029
C -2.224 -3.513 -0.508  -0.0097
C -1.435 -2.623 0.249  -0.0026
O -0.896 -1.584 -0.220  0.0154
C -2.449 -3.102 -1.860  0.0009
N -2.020 -2.019 -2.365  0.0002
C -2.482 -1.846 -3.675  -0.0003
C -2.302 -0.770 -4.570  -0.0002
C -3.056 -0.883 -5.760  0.0001
C -3.968 -1.944 -5.952  0.0002
C -4.171 -2.912 -5.020  0.0000
C -3.314 -2.932 -3.952  0.0002
N -3.153 -3.727 -2.790  0.0000
H -1.065 -2.526 4.228  0.0007
H 0.414 -1.553 3.961  -0.0056
H 0.516 -3.289 3.701  0.0004
H -1.349 -4.465 3.158  0.0002
H -2.980 -5.543 -0.647  0.0000
H -1.395 -1.368 -1.840  0.0024
H -1.578 0.017 -4.464  0.0001
H -2.987 -0.026 -6.442  0.0000
H -4.557 -1.854 -6.836  0.0000
H -4.895 -3.712 -5.273  0.0001
H -3.690 -4.568 -2.606  0.0000
F -3.087 2.302 -0.576  -0.0001
C -1.722 2.003 -0.375  0.0208
F -1.429 1.064 -1.442  -0.0014
C -0.954 3.200 -0.867  -0.0097
F -1.559 4.386 -0.560  0.0001
F -0.660 3.279 -2.187  -0.0003
F 0.290 3.176 -0.326  0.0022
O 1.811 0.309 0.549  -0.0009
Si 3.196 -0.069 -0.091  0.0016
C 3.683 -1.878 0.007  -0.0012
C 5.025 -2.228 0.146  -0.0001
C 5.448 -3.530 0.235  -0.0002
C 4.475 -4.536 0.169  0.0002
C 3.115 -4.196 -0.087  0.0010
C 2.744 -2.871 -0.140  0.0024
C 4.553 1.180 0.508  0.0003
C 4.526 2.399 -0.209  -0.0009
C 5.291 3.538 0.023  0.0001
C 6.250 3.410 1.035  0.0001
C 6.278 2.289 1.826  0.0001
C 5.428 1.212 1.591  0.0000
C 3.034 0.307 -2.023  0.0009
C 1.966 1.086 -2.425  -0.0116
C 1.847 1.675 -3.674  0.0010
C 2.868 1.447 -4.599  0.0001
C 4.031 0.832 -4.120  0.0000
C 4.103 0.213 -2.892  0.0002
H 5.744 -1.392 0.124  0.0001
H 6.509 -3.784 0.394  0.0000
H 4.678 -5.602 0.361  0.0000
H 2.311 -4.910 -0.310  0.0000
H 1.734 -2.674 -0.477  -0.0020
H 3.945 2.484 -1.083  0.0000
H 5.189 4.430 -0.667  0.0000
H 6.906 4.246 1.225  0.0000
H 7.084 2.217 2.530  0.0000
H 5.372 0.341 2.236  0.0000
H 1.249 1.266 -1.688  0.0091
H 0.926 2.189 -3.960  0.0000
H 2.737 1.925 -5.523  0.0000
H 4.872 0.712 -4.763  0.0000
H 5.009 -0.312 -2.636  0.0000

Calculated values
LUMO energy (spin up / spin down): 0.0 / 0.0 eV
Highest occupied orbital energy (spin up / spin down): -0.2195 / -0.2879 hartree
F_max: 5.05 eV/Å
Energy relative to the best compared isomer or geometry (same formula, charge and spin): 107.6 kJ/mol
E_tot: -173319.80239 eV
Multiplicity: 8
Orbital gap (spin up / spin down): 5.94 / 7.80 eV

Below is a structure of composition C42H42EuFN7P2SSe2Si, with properties calculated with the ωB97M-V functional and the def2-TZVPD basis.

Last column: Mulliken spin population.
Atoms and positions in Å:
Eu 1.353 -1.865 -1.003  6.9823
Se -6.325 -0.748 -0.689  0.0001
P -4.919 -0.527 0.885  -0.0002
C -4.854 1.189 1.462  0.0012
C -3.840 1.591 2.330  -0.0006
C -3.776 2.856 2.882  0.0001
C -4.846 3.736 2.691  0.0000
C -5.853 3.359 1.822  -0.0001
C -5.856 2.121 1.195  0.0002
C -5.325 -1.641 2.262  -0.0004
C -6.296 -2.632 2.130  0.0008
C -6.584 -3.409 3.247  -0.0001
C -5.832 -3.340 4.410  0.0001
C -4.870 -2.345 4.515  -0.0001
C -4.630 -1.515 3.432  -0.0001
C -3.208 -1.050 0.594  -0.0043
C -2.063 -0.614 -0.035  -0.0130
N -1.194 -1.676 0.037  0.0024
N -1.820 -2.669 0.680  -0.0036
N -3.045 -2.309 0.957  0.0009
P -1.395 0.927 -0.705  0.0176
Se -0.304 0.517 -2.448  -0.0025
C -0.445 1.809 0.496  -0.0039
C 0.253 2.929 0.082  0.0032
C 0.859 3.767 0.965  0.0006
C 0.938 3.444 2.293  0.0000
C 0.326 2.254 2.728  0.0001
C -0.368 1.427 1.874  -0.0021
C -2.820 2.005 -1.157  -0.0033
C -2.955 3.320 -0.767  -0.0005
C -3.949 4.118 -1.308  0.0001
C -4.873 3.536 -2.138  -0.0002
C -4.746 2.210 -2.512  0.0003
C -3.705 1.447 -2.082  -0.0006
H -2.967 1.000 2.587  -0.0006
H -2.973 3.053 3.582  0.0000
H -4.957 4.667 3.184  0.0000
H -6.650 4.013 1.642  0.0000
H -6.684 1.781 0.586  0.0001
H -6.926 -2.811 1.228  0.0001
H -7.460 -4.064 3.263  0.0000
H -6.100 -3.927 5.295  0.0000
H -4.268 -2.267 5.425  0.0000
H -3.907 -0.694 3.490  0.0000
H 0.193 3.153 -0.994  0.0001
H 1.293 4.688 0.607  0.0000
H 1.442 4.139 2.953  0.0000
H 0.377 1.995 3.787  -0.0001
H -0.962 0.578 2.276  0.0005
H -2.232 3.752 -0.056  0.0003
H -4.030 5.156 -0.974  0.0000
H -5.703 4.109 -2.523  0.0000
H -5.511 1.772 -3.180  0.0000
H -3.600 0.413 -2.376  -0.0002
C 5.455 -3.341 -3.982  -0.0002
Si 4.474 -2.059 -2.962  -0.0062
C 4.958 -2.309 -1.136  0.0127
C 5.273 -0.432 -3.547  0.0003
N 2.799 -2.228 -2.991  0.0052
C 2.205 -2.336 -4.189  -0.0039
C 2.777 -1.960 -5.439  -0.0023
C 2.026 -2.024 -6.608  -0.0001
C 0.750 -2.507 -6.680  -0.0003
C 0.191 -2.991 -5.519  0.0005
C 0.932 -2.839 -4.363  -0.0030
F 0.287 -3.074 -3.150  0.0034
H 6.397 -3.620 -3.466  0.0000
H 5.690 -2.953 -4.985  0.0000
H 4.889 -4.285 -4.138  0.0000
H 5.531 -1.459 -0.762  -0.0034
H 5.579 -3.179 -1.141  -0.0005
H 4.060 -2.532 -0.530  0.0034
H 6.251 -0.249 -3.060  0.0001
H 4.669 0.440 -3.345  0.0002
H 5.432 -0.413 -4.588  0.0002
H 3.754 -1.513 -5.494  0.0000
H 2.387 -1.560 -7.533  0.0000
H 0.199 -2.598 -7.592  0.0000
H -0.770 -3.372 -5.410  0.0000
N 0.778 -5.140 0.819  0.0067
C 1.140 -4.130 0.370  0.0096
H 0.496 -6.078 1.117  -0.0009
C 7.060 0.459 0.658  0.0002
C 5.969 0.750 1.650  -0.0007
C 5.926 1.613 2.709  0.0006
C 4.715 1.637 3.473  -0.0004
N 3.581 1.023 3.108  0.0002
C 3.593 0.155 2.078  0.0000
S 2.337 -0.919 1.705  0.0063
N 4.824 0.041 1.385  -0.0006
C 4.614 2.523 4.686  0.0001
H 7.902 1.133 0.889  0.0000
H 6.708 0.564 -0.361  -0.0001
H 7.399 -0.584 0.708  0.0000
H 6.785 2.210 2.982  0.0001
H 4.857 -0.746 0.753  -0.0017
H 3.930 3.325 4.608  0.0000
H 5.591 2.913 4.871  0.0000
H 4.188 1.917 5.474  0.0000

Calculated values
LUMO energy (spin up / spin down): -0.9 / -0.9 eV
Highest occupied orbital energy (spin up / spin down): -0.2577 / -0.2604 hartree
F_max: 2.49 eV/Å
Energy relative to the best compared isomer or geometry (same formula, charge and spin): 27.2 kJ/mol
E_tot: -244697.90171 eV
Multiplicity: 8
Orbital gap (spin up / spin down): 6.13 / 6.20 eV

Below is a structure of composition C42H42F4HgN11O7S, with properties calculated with the ωB97M-V functional and the def2-TZVPD basis.

Last column: Mulliken spin population.
Atoms and positions in Å:
Hg 0.640 -1.608 -0.042  0.0074
C -0.825 3.696 1.617  0.0000
N -0.091 2.595 1.020  -0.0006
C -0.079 1.300 1.321  0.0028
N 0.726 0.671 0.494  -0.0015
C 1.194 1.650 -0.323  0.0022
N 0.727 2.842 -0.031  0.0003
C 0.017 4.558 2.521  0.0001
C 0.466 5.788 2.054  0.0000
C 1.234 6.615 2.866  0.0000
C 1.540 6.219 4.156  0.0000
C 1.075 4.992 4.630  0.0000
C 0.332 4.162 3.810  0.0000
C 1.358 4.648 6.021  0.0000
N 1.754 5.452 6.949  0.0000
N 1.851 4.688 8.104  0.0000
C 1.502 3.492 7.779  0.0000
O 1.175 3.393 6.472  0.0000
C 1.417 2.309 8.630  0.0000
C 1.297 2.464 10.006  0.0000
C 1.176 1.340 10.804  0.0000
C 1.164 0.074 10.234  0.0000
C 1.305 -0.085 8.859  0.0000
C 1.333 -1.488 8.290  0.0000
N 0.883 -1.582 6.915  0.0000
C -0.337 -1.891 6.445  0.0000
N -0.377 -1.765 5.138  0.0000
C 0.880 -1.338 4.849  0.0001
N 1.677 -1.201 5.891  0.0000
C 1.435 1.039 8.060  0.0000
H -1.683 3.282 2.146  0.0000
H -1.187 4.293 0.784  -0.0001
H -0.691 0.842 2.081  -0.0002
H 1.852 1.450 -1.152  -0.0017
H 0.221 6.092 1.044  0.0000
H 1.590 7.567 2.492  0.0000
H 2.125 6.846 4.813  0.0000
H -0.018 3.210 4.192  0.0000
H 1.301 3.457 10.434  0.0000
H 1.073 1.449 11.876  0.0000
H 1.037 -0.799 10.865  0.0000
H 0.683 -2.124 8.890  0.0000
H 2.343 -1.894 8.326  0.0000
H -1.154 -2.210 7.075  0.0000
H 1.219 -1.134 3.844  -0.0001
H 1.565 0.939 6.988  0.0000
C -1.899 -4.444 -6.695  0.0062
C -0.556 -3.721 -6.685  0.0274
N -0.314 -2.993 -5.453  0.0351
C 0.212 -3.669 -4.384  0.1029
C 0.572 -3.077 -3.226  -0.0470
C 0.987 -4.025 -2.122  -0.0036
O 1.434 -5.132 -2.428  0.0011
O 0.811 -3.668 -0.898  -0.0007
C 0.504 -1.627 -3.142  0.1588
O 0.971 -0.934 -2.158  0.0800
C -0.163 -0.955 -4.190  -0.0592
C -0.429 0.443 -4.081  0.3805
C -1.231 1.044 -5.013  -0.1080
F -1.509 2.380 -4.891  -0.0034
C -1.806 0.361 -6.069  0.1846
C -1.472 -1.013 -6.245  0.1660
C -0.654 -1.651 -5.330  -0.1019
N -2.795 0.949 -6.918  0.0051
C -3.810 1.768 -6.301  0.0121
C -5.042 1.766 -7.185  0.0150
N -4.633 2.302 -8.537  0.0055
C -3.517 1.493 -9.150  -0.0013
C -2.352 1.493 -8.177  0.0352
H -2.049 -4.966 -7.642  -0.0006
H -2.718 -3.739 -6.549  -0.0032
H -1.940 -5.175 -5.888  0.0016
H -0.491 -3.013 -7.510  -0.0050
H 0.257 -4.438 -6.811  0.0047
H 0.311 -4.741 -4.491  0.0200
H -0.036 0.997 -3.242  0.0284
H -1.937 -1.549 -7.062  0.0609
H -3.483 2.811 -6.146  -0.0017
H -4.063 1.358 -5.325  -0.0042
H -5.840 2.403 -6.802  -0.0039
H -5.408 0.753 -7.338  -0.0020
H -4.292 3.257 -8.402  -0.0022
H -5.432 2.344 -9.165  0.0007
H -3.272 1.933 -10.115  0.0022
H -3.897 0.482 -9.281  0.0023
H -1.964 2.526 -8.078  -0.0147
H -1.550 0.877 -8.580  0.0105
F -3.731 0.626 -2.096  0.0009
C -3.143 0.332 -0.930  -0.0008
F -4.115 0.294 0.007  -0.0001
F -2.352 1.386 -0.616  -0.0017
C -2.342 -1.005 -0.967  0.0130
O -2.513 -1.728 -1.928  -0.0024
O -1.606 -1.128 0.060  -0.0017
O 2.795 -2.281 0.738  -0.0005
S 3.450 -3.425 -0.032  0.0004
C 2.883 -4.983 0.719  0.0000
C 4.069 -5.619 1.439  0.0000
C 4.924 -4.463 1.955  0.0000
C 5.089 -3.546 0.751  0.0000
H 2.451 -5.571 -0.089  0.0001
H 2.085 -4.675 1.393  0.0000
H 4.654 -6.215 0.734  0.0000
H 3.736 -6.282 2.238  0.0000
H 5.883 -4.795 2.353  0.0000
H 4.393 -3.929 2.746  0.0000
H 5.767 -3.973 0.008  0.0000
H 5.392 -2.527 0.985  0.0000

Calculated values
LUMO energy (spin up / spin down): -1.0 / -1.0 eV
Highest occupied orbital energy (spin up / spin down): -0.1346 / -0.2449 hartree
F_max: 0.63 eV/Å
Energy relative to the best compared isomer or geometry (same formula, charge and spin): 163.4 kJ/mol
E_tot: -100836.78216 eV
Multiplicity: 2
Orbital gap (spin up / spin down): 2.63 / 5.62 eV